Entry from the OMol25 dataset: a cluster of 2 separate species, C2H8 in total (ωB97M-V/def2-TZVPD).

Bonds (Å) are listed after each position.
Element x y z (Å)
1 C -0.95203 -1.48254 1.47946  H2 1.100, H3 1.100, H4 1.100, H5 1.100
2 H 0.02960 -0.99538 1.38425  C1 1.100
3 H -1.30041 -1.40630 2.52005  C1 1.100
4 H -0.86438 -2.54253 1.19885  C1 1.100
5 H -1.67378 -0.98613 0.81414  C1 1.100
6 C 0.95221 1.48273 -1.47948  H7 1.100, H8 1.100, H9 1.100, H10 1.100
7 H 0.34008 2.09101 -2.16161  C6 1.100
8 H 1.78746 2.08792 -1.09721  C6 1.100
9 H 1.34865 0.61107 -2.02081  C6 1.100
10 H 0.33260 1.14016 -0.63763  C6 1.100

The value obtained for the lowest unoccupied orbital energy is 1.09 eV. As for the frontier orbital gap: 14.328 eV. For the HOMO energy, the calculation gives -13.24 eV. Its energy relative to the best compared isomer or geometry (same formula, charge and spin) is 0.5 kJ/mol. Its multiplicity is 1.